100
Properties=species:S:1:pos:R:3:lowdin_charge:R:1 method="wB97M-V/def2-TZVPD" homo_lumo_gap_ev=9.25 e_lumo_ev=-0.3540
C -3.02134 7.57356 -5.47314 -0.1069
N -3.83720 6.36203 -5.60716 -0.0869
C -4.92621 6.53085 -6.56426 -0.1701
C -6.15959 7.25055 -6.01046 -0.2451
O -6.45978 6.74400 -4.70370 -0.1271
S -6.92077 7.97108 -3.78523 0.6249
O -6.62486 7.79170 -2.41506 -0.1915
O -8.30589 8.19784 -4.04491 -0.2161
O -5.98128 9.05710 -4.49158 -0.1129
C -6.22683 8.79384 -5.88006 -0.1895
C -5.56671 9.70839 -6.89897 -0.5648
F -5.61035 9.18363 -8.12459 0.1752
F -6.27609 10.85733 -6.93634 0.1488
F -4.31730 10.06443 -6.59383 0.1659
H -3.55985 8.37821 -4.97445 0.0670
H -2.70194 7.95341 -6.45405 0.0817
H -2.13822 7.37882 -4.86655 0.0777
H -3.20809 5.69109 -6.03532 0.1075
H -4.60929 6.97404 -7.51879 0.1231
H -5.26332 5.52009 -6.80710 0.1291
H -6.95354 6.99811 -6.71798 0.1616
H -7.28859 9.02711 -6.01127 0.1531
O 0.60005 3.48304 -1.37017 -0.2335
P -0.79515 3.74706 -1.83325 0.6087
O -1.03217 2.23549 -2.50613 -0.2267
C -0.52410 1.04670 -1.91447 -0.2961
C -1.51797 0.39314 -0.97276 -0.0718
O -0.53354 4.61849 -3.18103 -0.2115
C 0.70012 5.30516 -3.39213 -0.2908
C 1.65711 4.45343 -4.19951 -0.0737
O -2.38014 4.04757 -2.05318 -0.1874
C -3.41056 3.26865 -1.44994 -0.2689
C -3.48904 3.46655 0.04983 -0.0750
H 0.41631 1.22911 -1.39384 0.1007
H -0.30394 0.36250 -2.73744 0.1173
H -1.77370 1.06175 -0.14693 0.0658
H -1.10203 -0.52442 -0.55300 0.0707
H -2.44270 0.13977 -1.49384 0.0763
H 1.14666 5.61187 -2.44691 0.1054
H 0.46079 6.21551 -3.94603 0.1082
H 1.81602 3.48423 -3.72754 0.0729
H 2.62083 4.95344 -4.30686 0.0772
H 1.25024 4.26475 -5.19430 0.0761
H -3.29576 2.21948 -1.71553 0.0927
H -4.34143 3.60355 -1.90920 0.1274
H -2.53065 3.24063 0.52798 0.0679
H -4.25445 2.82133 0.48080 0.0840
H -3.73524 4.50214 0.28629 0.0810
O 2.08807 -5.15058 0.95267 -0.2195
P 0.67411 -4.77167 1.14243 0.5074
O -0.22959 -5.89037 0.38870 -0.1829
C 0.19143 -7.24975 0.29770 -0.2770
C -0.33219 -8.09095 1.44492 -0.0742
O 0.46290 -3.51210 0.15378 -0.1975
C 1.56268 -2.89788 -0.51792 -0.2797
C 1.73924 -3.48518 -1.90277 -0.0711
O -0.45159 -4.18592 2.12078 -0.1630
C -1.12356 -5.01429 3.07388 -0.2636
C -0.21346 -5.45459 4.20293 -0.0723
H 1.27823 -7.32772 0.24073 0.1076
H -0.20470 -7.63198 -0.64423 0.1193
H 0.03345 -7.71633 2.40361 0.0611
H -0.00864 -9.12666 1.33733 0.0809
H -1.42288 -8.07459 1.47454 0.0788
H 2.47830 -2.97988 0.06599 0.1066
H 1.32705 -1.83499 -0.60019 0.1068
H 1.85266 -4.56885 -1.86027 0.0730
H 2.61608 -3.05957 -2.39291 0.0774
H 0.86184 -3.27773 -2.51764 0.0754
H -1.59250 -5.86374 2.57478 0.1002
H -1.93535 -4.40830 3.47587 0.1231
H 0.66974 -5.97480 3.82003 0.0643
H -0.74385 -6.12186 4.88251 0.0843
H 0.13840 -4.59125 4.76830 0.0825
O 4.24756 -3.48520 4.59336 -0.2279
P 4.65763 -4.64727 5.40724 0.4888
O 6.21436 -4.42553 5.81183 -0.1858
C 6.75580 -3.12127 6.00652 -0.2788
C 6.67199 -2.67411 7.45268 -0.0754
O 4.75606 -5.86160 4.35424 -0.1973
C 4.30970 -5.71844 2.99891 -0.2938
C 5.45882 -5.33054 2.09486 -0.0670
O 4.27836 -5.70028 6.56112 -0.1719
C 4.41807 -5.38247 7.94773 -0.2692
C 3.41144 -4.34929 8.41247 -0.0776
H 6.27317 -2.38856 5.35830 0.1078
H 7.80239 -3.17428 5.70292 0.1191
H 5.63418 -2.63221 7.78985 0.0595
H 7.10981 -1.68252 7.57128 0.0804
H 7.20728 -3.36473 8.10640 0.0784
H 3.49578 -5.00551 2.92732 0.0719
H 3.91483 -6.68809 2.69333 0.1144
H 5.95337 -4.42564 2.45051 0.0745
H 5.10242 -5.16126 1.07816 0.0727
H 6.21136 -6.12106 2.07501 0.0759
H 5.44279 -5.07779 8.16583 0.0999
H 4.25454 -6.31626 8.48577 0.1224
H 3.47940 -3.43456 7.81700 0.0662
H 3.57885 -4.09693 9.45970 0.0835
H 2.39566 -4.73124 8.30598 0.0796

96
Properties=species:S:1:pos:R:3:lowdin_charge:R:1 method="wB97M-V/def2-TZVPD" homo_lumo_gap_ev=9.39 charge=+1 e_lumo_ev=-1.9170
C -0.90754 -2.49187 0.50035 -0.0589
O -1.16889 -1.28210 -0.21118 -0.1873
C -0.48120 -0.15686 0.29496 -0.1682
C 0.96270 -0.09406 -0.20779 -0.1502
N 1.09971 -0.13350 -1.71749 -0.0059
C 0.45858 -1.25336 -2.48524 -0.0853
C -0.75131 -0.85243 -3.32562 -0.1298
C -1.66261 0.28970 -2.83966 -0.1760
C -3.09753 -0.13272 -2.49847 -0.1513
C -3.79262 0.93062 -1.67241 -0.1457
O -3.04901 1.10626 -0.44913 -0.0367
C -3.25165 2.19595 0.31936 -0.5045
C -3.60292 3.50747 -0.34036 0.0351
O -3.07791 2.10456 1.51775 0.0761
C 2.56328 0.12881 -1.96449 -0.2956
P 3.84746 -1.22585 -1.90563 0.9772
C 3.39682 -2.37521 -0.53678 -0.2406
O 3.27882 -2.06704 -3.21108 -0.3236
C 2.72690 1.38005 -1.07086 -0.1778
C 4.15787 1.92963 -1.03670 -0.3941
F 4.55557 1.94855 -2.35242 0.1037
F 5.03512 1.15462 -0.35738 0.1067
C 4.37477 3.39767 -0.56321 -0.5869
F 4.38234 3.48175 0.76394 0.1642
F 3.43502 4.19669 -1.05606 0.1574
F 5.54550 3.81815 -1.00390 0.1999
C 1.87570 1.08284 0.25018 -0.3622
C 2.83474 0.72592 1.40501 -0.1162
C 2.32573 -0.00471 2.66861 -0.3739
O 0.95656 0.17385 2.92516 -0.0479
C 3.20012 0.42927 3.84661 -0.2344
N 2.88833 -0.25466 5.09834 0.0179
P 1.03995 2.75940 0.50225 0.9712
N -0.02787 2.64268 1.80613 -0.1159
O 0.05248 2.60177 -0.84908 -0.2969
H -0.31230 -2.32920 1.40075 0.0989
H -0.38872 -3.20268 -0.15069 0.0703
H -1.87014 -2.93760 0.76246 0.1014
H -0.44807 -0.19392 1.38182 0.1164
H -1.06073 0.72301 0.02440 0.0772
H 1.39921 -1.04366 0.10720 0.1249
H 0.63365 0.72116 -2.04790 0.1459
H 1.21126 -1.67475 -3.15005 0.1067
H 0.22409 -2.04202 -1.77923 0.1113
H -1.33621 -1.76837 -3.43109 0.1026
H -0.42001 -0.61971 -4.34082 0.1175
H -1.72264 1.00972 -3.66544 0.1231
H -1.25698 0.86806 -2.00580 0.0712
H -3.06938 -1.08138 -1.95992 0.1189
H -3.67779 -0.24636 -3.41711 0.1290
H -4.80457 0.60299 -1.41995 0.1432
H -3.83309 1.86655 -2.22986 0.1165
H -3.29484 3.55356 -1.38134 0.0788
H -3.11005 4.28686 0.24116 0.0984
H -4.67849 3.66966 -0.25551 0.1098
H 2.65749 0.45156 -3.00687 0.1377
H 4.32925 -2.88182 -0.27167 0.0461
H 3.05009 -1.87526 0.36152 0.0098
H 2.66164 -3.12495 -0.84191 0.0453
H 3.53458 -2.99578 -3.16400 0.0690
H 2.20064 2.15536 -1.63964 0.1259
H 3.60632 0.07212 0.99106 0.1054
H 3.35565 1.64123 1.69186 0.1021
H 2.50655 -1.08308 2.54067 0.1411
H 0.82708 0.74639 3.68855 0.0993
H 4.24517 0.25879 3.56705 0.1212
H 3.08159 1.51523 3.94896 0.1281
H 2.47310 0.37266 5.77439 0.0688
H 2.21028 -0.99383 4.95131 0.0696
H -0.20382 3.55941 2.20979 0.0195
H -0.93836 2.24327 1.58337 0.0146
H -0.59482 3.31796 -0.80524 0.0560
C -2.74473 3.51070 4.16799 -0.1468
O -1.57444 4.22393 3.75599 -0.1429
H -2.63868 2.48736 3.81900 0.0525
H -2.84103 3.50895 5.25537 0.0826
H -3.64685 3.93726 3.72631 0.0805
H -1.65644 5.13271 4.05712 0.0822
C 0.33075 -5.88874 1.44551 -0.1382
O 1.19396 -4.94863 0.80145 -0.1523
H -0.68431 -5.65774 1.13194 0.0750
H 0.56486 -6.91221 1.14810 0.0810
H 0.39183 -5.80577 2.53241 0.0819
H 2.09510 -5.14906 1.06862 0.0729
C -1.03130 -3.47962 -6.50488 -0.1437
O -1.38641 -3.51026 -5.12221 -0.1396
H -0.06713 -2.98229 -6.57718 0.0757
H -0.93680 -4.48700 -6.91433 0.0791
H -1.76168 -2.91989 -7.09321 0.0788
H -2.23556 -3.95428 -5.04811 0.0779
C -4.87545 -0.02924 3.66127 -0.1572
O -4.89649 -0.54268 2.33336 -0.1262
H -5.57918 -0.61495 4.24687 0.0791
H -3.87922 -0.12230 4.10147 0.0745
H -5.17895 1.02050 3.68171 0.0731
H -4.27145 -0.01981 1.81952 0.0354

92
Properties=species:S:1:pos:R:3:lowdin_charge:R:1 method="wB97M-V/def2-TZVPD" s_squared=0.76 homo_lumo_gap_ev="5.86 / 6.04" spin_multiplicity=2 e_lumo_ev="-1.9437 / -2.1522"
O 22.01574 8.11025 28.18243 -0.4629
V 22.12597 8.54027 26.63430 0.8268
O 21.16899 9.83714 26.37694 -0.4866
O 23.21282 5.04326 24.30399 -0.2955
V 22.87234 6.48959 23.75537 0.9516
O 23.85834 6.77724 22.48449 -0.3316
C 18.80678 7.86128 25.30063 -0.0851
C 19.70032 6.67812 25.70361 -0.3364
O 21.11764 6.77655 25.43308 -0.4019
H 17.78875 7.53584 25.51464 0.0626
H 18.84248 8.08507 24.23445 0.0409
H 19.07026 8.78105 25.82284 0.0641
H 19.30337 5.78280 25.22513 0.0801
H 19.49079 6.68409 26.77326 0.1092
C 19.04467 0.99512 24.33395 -0.1110
O 18.10980 1.47389 25.27689 -0.1971
C 18.44818 2.81879 25.74757 -0.1934
C 17.48726 2.97772 26.89992 -0.2136
N 16.10031 2.86202 26.42721 -0.0792
C 15.11997 2.89245 27.47637 -0.1943
C 13.64964 3.11068 26.88899 -0.1645
O 13.17416 1.80062 26.50013 -0.2195
C 12.14821 1.75518 25.48088 -0.0837
H 18.76863 0.03862 23.89010 0.0907
H 20.02660 0.81973 24.77345 0.0847
H 19.25902 1.76047 23.58803 0.0614
H 18.33272 3.57214 24.96831 0.1051
H 19.43328 2.85394 26.21281 0.1258
H 17.50970 3.98868 27.30679 0.1187
H 17.74183 2.19799 27.61777 0.1233
H 16.06315 1.97452 25.94652 0.1002
H 15.46823 3.54698 28.27537 0.1144
H 15.10912 1.89364 27.91269 0.1136
H 13.55133 3.87522 26.11833 0.0907
H 13.16681 3.37797 27.82896 0.1072
H 11.74842 0.75783 25.29767 0.0870
H 12.51582 2.34244 24.63940 0.0741
H 11.32819 2.37176 25.84897 0.0758
C 22.24154 9.75417 22.70578 -0.0514
O 21.82114 8.36664 22.90373 -0.2918
C 20.78168 8.10589 21.94848 -0.1667
C 20.35351 6.64031 22.12951 -0.1578
N 21.46450 5.65907 22.13685 -0.0707
C 20.98397 4.27662 22.35076 -0.1452
C 20.39133 3.61809 21.00748 -0.1476
O 21.42875 2.84491 20.34080 -0.1571
C 20.86901 2.02989 19.32754 -0.1301
H 22.59539 10.17075 23.64884 0.0773
H 21.56195 10.51036 22.31280 0.1039
H 23.18071 9.82258 22.15680 0.0946
H 21.13702 8.38272 20.95591 0.1316
H 19.94259 8.79161 22.06600 0.1226
H 19.61041 6.25870 21.42931 0.1190
H 19.66909 6.50883 22.96759 0.1031
H 21.78244 5.56450 21.18287 0.1316
H 20.42078 4.16277 23.27703 0.1101
H 21.83176 3.71228 22.73922 0.1113
H 20.08070 4.49189 20.43469 0.1069
H 19.51799 3.08447 21.38248 0.1140
H 20.17145 1.26531 19.66947 0.0822
H 21.53054 1.31711 18.83516 0.0869
H 20.36202 2.56755 18.52632 0.0872
C 13.40600 5.65087 23.65166 -0.0566
C 14.29472 6.81949 23.94686 -0.5017
C 15.52915 6.78763 23.01608 -0.1120
C 16.33932 8.10930 23.03838 -0.1632
C 15.37324 9.24371 22.53962 -0.1257
C 14.11563 9.43952 23.45216 -0.4457
N 13.54833 8.11025 23.74034 -0.1082
O 12.46725 8.27663 24.62246 -0.0169
C 14.55809 10.27973 24.73320 -0.0099
C 13.00794 10.19401 22.59658 -0.0400
C 14.69925 6.68122 25.40256 -0.0374
H 12.92458 5.71137 22.67561 0.0858
H 12.61681 5.47449 24.38252 0.0806
H 14.02531 4.77099 23.47740 0.0873
H 16.19544 6.08096 23.51084 0.1040
H 15.33213 6.42473 22.00733 0.1206
H 17.24159 8.06645 22.42833 0.0941
H 16.60109 8.43631 24.04469 0.0620
H 14.97693 9.08378 21.53690 0.1052
H 16.03667 10.10597 22.47277 0.1127
H 13.80883 10.29231 25.52476 0.0758
H 15.51083 9.82748 25.00864 0.0574
H 14.77108 11.32066 24.48989 0.0749
H 12.00627 10.39354 22.97729 0.0702
H 13.36743 11.17351 22.28120 0.0729
H 12.83346 9.77381 21.60609 0.0704
H 15.35159 5.83828 25.63060 0.0758
H 13.85372 6.50244 26.06679 0.0832
H 15.23711 7.57618 25.71536 0.0740
H 11.71340 8.41867 24.04527 0.0949